# C10H18CuMgO8

A structure of composition C10H18CuMgO8 at a distorted geometry (wB97M-V/def2-TZVPD, the OMol25 dataset).

Geometry as XYZ:
```
38
Properties=species:S:1:pos:R:3:forces:R:3:mulliken_charge:R:1
Cu 2.4189 1.7440 4.3101 -1.1275 -0.8940 0.3418 0.657
Mg -0.1914 0.0591 4.7927 2.6887 1.4909 0.0533 1.096
O -0.9458 -3.2398 -3.2828 -0.6966 -0.0679 -1.9415 -0.307
O -2.7913 -4.1019 -4.2450 -0.4350 0.2362 -0.4175 -0.061
O -2.1803 -4.6240 -2.1607 -1.2920 -0.3895 -0.6895 -0.271
O -0.6429 5.0330 -4.4492 -0.4738 -0.3082 0.2356 -0.463
O -1.5741 3.7581 -2.8089 -0.3639 0.0722 -0.0042 -0.384
O 0.9072 0.5657 3.1898 -1.0472 -0.0663 1.2680 -0.594
O 1.1305 0.8062 6.0433 -1.1203 0.0322 -1.6778 -0.507
O 0.6051 4.2862 -2.7414 -0.6276 0.1726 0.4754 -0.348
C -0.6960 1.5376 -2.4319 1.0368 0.4181 -0.0830 -0.896
C 0.2994 3.6791 -1.4997 -0.1914 -1.1158 0.3244 -0.406
C -0.5826 4.4184 -3.4407 1.1345 0.6988 -0.4177 0.568
C -0.0879 -3.5402 -2.1568 0.1773 0.3622 2.4558 0.603
C 0.2788 -2.2261 -1.4756 0.2194 0.9400 -0.6350 -1.234
C -2.0095 -3.9776 -3.2536 2.0390 0.0363 1.8744 0.816
C -1.0134 -4.4552 -1.3041 0.6085 -0.4828 -0.5036 -0.554
C 1.4505 0.8264 7.4135 1.0709 -0.7338 0.9091 -0.629
C -0.9844 2.9267 -1.8238 0.1662 -1.3214 -0.1563 0.292
C 0.9539 -0.0013 1.8933 0.3810 0.0779 -0.0341 -0.258
H -0.2695 -2.0085 -0.5621 -0.1454 -0.1699 -0.0482 0.297
H -1.5280 1.0216 -2.9049 -0.3025 0.1499 0.3606 0.405
H 2.0032 -0.2339 1.6860 -0.2176 -0.3623 -0.2337 0.276
H 0.0878 -1.4175 -2.1883 -0.3308 -0.0368 0.0736 0.245
H 1.5113 1.7953 7.9161 -0.5146 0.2913 -0.5645 0.273
H 1.3413 -2.0607 -1.2953 0.0535 -0.7003 0.1765 0.447
H -0.6095 -5.4619 -1.2113 0.0150 0.1070 0.2905 0.320
H 0.1220 4.3412 -0.6487 0.2362 0.5818 -0.4304 0.302
H 2.4616 0.4185 7.5491 -0.0820 -0.0730 -0.1144 0.254
H -0.1965 0.9323 -1.6682 -0.3860 -0.1800 0.1030 -0.091
H 0.0721 1.6385 -3.2066 -0.1061 0.1713 -0.0905 0.353
H 0.3228 -0.8976 1.8270 0.2863 -0.0927 0.0041 -0.020
H 0.8257 -4.0575 -2.4391 -0.3453 -0.1241 -0.7416 0.377
H -1.3744 -4.0728 -0.3552 0.1161 0.1793 -0.0625 0.328
H 1.0782 2.9665 -1.2191 0.1874 0.2237 -0.1387 0.292
H 0.6128 0.6569 1.0829 -0.0506 0.2828 0.3602 0.226
H 0.8151 0.1764 8.0197 -0.2524 0.1260 -0.1502 0.210
H -1.6208 2.7886 -0.9506 -0.3085 0.4683 -0.1713 0.388
```
Positions in Å, forces in eV/Å.

Results
Gap between HOMO and LUMO (spin up / spin down): 6.70 / 2.96 eV
Multiplicity: 2
⟨S²⟩: 0.75
Net charge: +2
Electronic energy: -2833.613932 a.u.
HOMO energy (spin up / spin down): -14.551 / -14.551 eV



# C10H18F3N4O3S

The ion C10H18F3N4O3S with charge +1 at a distorted geometry (wB97M-V/def2-TZVPD, the OMol25 dataset).

Geometry as XYZ:
```
39
Properties=species:S:1:pos:R:3:forces:R:3:mulliken_charge:R:1
S -3.8427 -1.2966 0.7993 -2.0763 -1.2644 -0.3005 1.230
F -0.1431 4.8902 1.1409 0.0192 -0.3486 -0.0087 -0.260
F 0.5086 2.9905 1.9592 -0.1015 0.0931 -0.1577 -0.261
F -1.5197 3.1983 1.2161 0.2379 0.2233 0.0405 -0.278
O -5.1541 -1.5577 0.2995 0.1363 0.4099 -0.2932 -0.606
O -3.3740 -2.1770 1.8132 0.9418 0.6571 0.2947 -0.588
O -3.8020 0.2191 1.3099 0.9032 -0.5055 -0.1622 -0.394
N 2.5123 1.1139 1.2162 -0.0936 -0.5530 -0.1674 -0.486
N 2.5250 -0.1753 1.4647 0.0521 0.0981 0.0919 -0.547
N 1.9013 -0.7971 0.5251 -0.0825 0.2448 -0.6683 0.756
N 1.4625 0.0895 -0.3953 -0.1192 0.5550 0.2763 0.260
C 1.6241 2.6329 -0.5154 -0.2667 -0.1682 -0.0828 -1.175
C 1.7310 -2.2577 0.5115 -0.0302 -0.6260 0.4996 -0.036
C -1.3499 -0.8344 -0.3169 0.0020 -0.7042 -0.2825 0.180
C 0.1707 3.1174 -0.3987 0.4968 0.1940 -0.4012 -0.547
C -0.4652 -1.0752 -1.5523 -0.4658 0.2330 0.3550 -0.829
C 1.8492 1.2830 0.0693 0.3593 0.2189 0.6302 0.859
C 0.7311 -0.1444 -1.6562 0.1032 -0.7236 -0.1224 -0.791
C -0.2341 3.5631 0.9950 -0.4792 -0.1743 0.1976 0.765
C 2.9739 -2.9553 1.0551 -0.1525 0.6508 -0.2512 -1.385
C -2.7623 -1.3593 -0.6129 1.1384 0.8751 0.3467 -1.198
H -3.6666 0.7694 0.5266 -0.3338 0.4066 0.0942 0.336
H -2.6922 -2.4076 -0.8774 -0.3177 -0.2331 -0.0289 0.410
H -1.3646 0.2127 -0.0185 -0.0142 0.1258 0.0183 0.199
H 2.9274 -3.9938 0.7565 0.0702 -0.2141 0.1313 0.411
H 0.3880 0.8283 -1.9791 0.0760 0.2729 0.1102 0.414
H 2.2815 3.3155 0.0114 0.1778 0.0176 0.0798 0.386
H 1.4968 -2.6137 -0.4820 0.1657 0.3983 -0.3491 0.236
H 3.0424 -2.8448 2.1286 -0.0137 -0.1585 0.1761 0.368
H 1.9383 2.6180 -1.5561 -0.0592 0.0983 -0.1617 0.458
H 0.8646 -2.4780 1.1281 -0.1245 0.0205 0.1274 0.298
H -0.9610 -1.4282 0.5063 0.0663 0.2254 0.3357 0.117
H -3.1674 -0.7920 -1.4452 -0.4985 -0.0581 -0.0102 0.460
H -0.1934 -2.1244 -1.5936 0.1488 -0.0985 -0.0522 0.318
H 3.8501 -2.4841 0.6211 0.2354 -0.1733 -0.1101 0.387
H -1.0681 -0.8975 -2.4401 0.0743 0.0688 -0.2413 0.598
H 0.0525 3.9781 -1.0487 -0.0586 0.1397 -0.0744 0.456
H -0.5171 2.3662 -0.7680 -0.2358 -0.1342 0.1752 0.267
H 1.4459 -0.4917 -2.3973 0.1189 -0.0893 -0.0550 0.212
```
Positions in Å, forces in eV/Å.

Results
Gap between HOMO and LUMO: 9.55 eV
Net charge: +1
Electronic energy: -1534.082811 a.u.
HOMO energy: -13.713 eV
SMILES string: CCn1nnc(CCC(F)(F)F)[n+]1CCCCS(=O)(=O)O
Energy relative to the best compared isomer or geometry (same formula, charge and spin): 0.0 kJ/mol



# C10H18FN

An isolated molecule of C10H18FN at a distorted geometry (wB97M-V/def2-TZVPD, the OMol25 dataset).

Geometry as XYZ:
```
30
Properties=species:S:1:pos:R:3:forces:R:3:mulliken_charge:R:1
F 3.0378 -1.1418 -1.0043 -0.1676 -0.7335 -0.0565 -0.311
N 1.0563 -0.1089 0.8924 1.4306 0.9636 0.3971 0.223
C -1.8874 -0.4171 -0.0003 0.2525 0.1257 0.4332 0.708
C 1.9469 1.0921 0.7852 -0.8524 0.5939 -1.7613 -0.597
C -0.7376 -0.4119 -1.0197 1.3754 2.6542 -0.3149 -0.973
C 1.8656 -0.5900 -1.4923 -0.2232 3.8631 1.9881 -0.811
C -1.8833 0.7217 1.0100 -1.3630 -0.6913 2.2152 -1.127
C 0.7266 -0.6066 -0.4303 -0.3909 -3.7549 -0.0587 -0.353
C 1.7450 -1.0904 1.7322 0.6698 -1.2270 1.2716 -0.855
C 1.2184 2.0859 -0.0905 -0.2638 2.0336 -2.0696 -0.395
C 0.7611 2.9161 -0.8893 -0.9589 -1.0525 0.7772 -0.018
C -3.2999 -0.6347 -0.5868 3.2261 -0.9013 -2.0457 -1.631
H 2.1609 0.4766 -1.7438 -0.5880 -1.2448 -0.1533 0.222
H 2.9297 0.8059 0.2806 -1.0002 0.4915 0.7744 0.387
H -3.9984 -0.8413 0.1345 -1.6201 -0.4978 1.8927 0.457
H -0.7098 0.6138 -1.4713 -0.3273 -0.8159 -0.1968 0.188
H 2.9121 -1.1676 1.4466 -2.5325 -0.1550 0.7340 0.234
H 2.1426 1.6754 1.6922 -0.0445 -0.8990 0.3212 0.417
H 1.2099 -2.1542 1.6813 1.3078 2.3509 -0.0349 0.294
H 0.6698 -1.7326 -0.2651 0.1576 0.9859 0.0891 0.588
H -2.5102 0.2012 1.9428 1.1858 1.9196 -2.1897 0.287
H -2.4343 1.6443 0.6015 1.0943 -1.1519 0.9035 0.253
H -0.8578 0.8466 1.4484 -1.1635 0.5350 -0.6690 0.343
H -0.7847 -1.1710 -1.8143 -0.4865 0.2442 0.2156 0.427
H 1.6357 -0.7337 2.8313 0.4393 -0.6377 -1.7322 0.308
H -3.0424 -1.5445 -1.1392 -1.1366 -0.1833 -0.3766 0.370
H 1.4582 -1.0801 -2.3029 -0.1863 -1.3049 -2.0563 0.513
H -1.6751 -1.2829 0.6182 -0.1742 -0.5813 0.1042 0.156
H 0.0470 3.5438 -1.5644 2.0623 -1.4602 1.7234 0.348
H -3.7029 0.0859 -1.2829 0.2780 0.5312 -0.1249 0.347
```
Positions in Å, forces in eV/Å.

Results
Gap between HOMO and LUMO: 9.78 eV
Net charge: 0
Electronic energy: -546.273079 a.u.
HOMO energy: -8.818 eV
SMILES string: C#CCN(C)[C@H](CF)CC(C)C
Energy relative to the best compared isomer or geometry (same formula, charge and spin): 45.3 kJ/mol



# C10H18N2O

An isolated molecule of C10H18N2O at a distorted geometry (wB97M-V/def2-TZVPD, the OMol25 dataset).

Geometry as XYZ:
```
31
Properties=species:S:1:pos:R:3:forces:R:3:mulliken_charge:R:1
O 1.4584 -2.2715 1.6293 -0.7271 2.0440 0.2204 -0.658
N 0.1117 -0.3428 1.4581 0.6405 -0.2145 1.8901 0.369
N -0.8744 -0.4867 -0.6514 -0.0266 -1.3292 -0.5938 0.178
C -0.9743 0.0275 -3.2775 0.2014 -1.1838 -0.0107 -0.618
C -0.9585 -0.9705 0.7209 0.2958 0.7233 -0.1997 -1.237
C -0.1347 0.8166 2.3474 -0.2907 0.7984 -0.2890 -0.507
C 0.1466 -1.2470 -1.4027 -0.5034 -0.2000 0.1054 -0.436
C -0.8877 0.9567 -0.9441 -1.6579 -1.3442 1.7501 -0.632
C 0.3328 -0.6052 -2.7827 0.9952 0.7942 -0.2384 -0.779
C 1.9099 -0.2077 2.9628 -0.2453 -1.9961 1.0408 -0.522
C -1.4381 1.1390 -2.3417 -0.0791 0.2669 -0.5586 -0.629
C 1.1666 -1.1052 1.9241 0.5039 -0.2477 0.6646 0.370
C 1.2617 1.1655 2.8682 0.3477 -0.6125 -0.3732 -0.631
H -0.8197 -2.0947 0.9193 -0.4441 1.5352 -1.1284 0.461
H -0.3338 -2.2316 -1.4131 0.6206 -0.2552 -0.5310 0.337
H -0.8449 0.5884 3.1724 0.4238 -0.2433 -0.3412 0.316
H -0.7926 0.4120 -4.2913 -0.4658 -0.2313 0.1952 0.395
H -2.5515 1.2775 -2.3657 1.0238 -0.2276 0.1407 0.294
H 0.0823 1.4186 -0.7525 0.0895 0.2468 -0.1106 0.261
H -1.6844 -0.8188 -3.2681 -0.0774 0.5512 -0.4273 0.277
H 1.1199 -1.3398 -0.8684 -0.4644 0.1402 -0.2165 0.155
H 0.8171 -1.2186 -3.5866 -0.6384 -0.0075 0.9627 0.413
H -1.6531 1.3536 -0.2417 0.7191 0.2233 -0.1979 0.326
H -1.8973 -0.6024 1.1531 -0.0079 -0.3110 -0.0216 0.437
H 2.9476 -0.2183 2.6942 0.6426 0.0692 -0.0197 0.335
H -0.9760 2.0349 -2.7168 -0.1076 0.7974 -0.2702 0.325
H 1.8451 1.6947 2.0953 -0.5146 0.1595 0.2803 0.237
H -0.5835 1.6902 1.8251 0.2789 -0.7461 -0.0335 0.284
H 1.2800 1.7370 3.7956 -0.1304 -0.0445 -0.1022 0.375
H 1.8508 -0.7613 3.9792 -0.1370 1.0417 -1.5029 0.223
H 1.0738 0.2100 -2.6408 -0.2648 -0.1969 -0.0838 0.282
```
Positions in Å, forces in eV/Å.

Results
Gap between HOMO and LUMO: 9.05 eV
Net charge: 0
Electronic energy: -576.571617 a.u.
HOMO energy: -8.207 eV
SMILES string: O=C1CCCN1CN1CCCCC1
Energy relative to the best compared isomer or geometry (same formula, charge and spin): 55.1 kJ/mol



Question: What is the formula in the second record?
Answer: C10H18F3N4O3S



Question: Which of these has the lowest electronic energy?
Answer: C10H18CuMgO8